Entry 1:
92
Properties=species:S:1:pos:R:3:lowdin_spin:R:1 method="wB97M-V/def2-TZVPD" s2=2.020 lumo_energy_ev="1.19 / 0.99" de_lowest_kcal_mol=43.3 charge=-1 spin_multiplicity=3 homo_energy_ev="-5.699 / -5.889"
H -1.03130 -3.70404 2.53380 0.000
N -0.02200 3.40316 2.06850 0.002
C -4.24660 -4.70664 -1.11880 0.000
C -2.44710 -3.10374 -1.10040 0.000
S 2.16980 3.69976 3.49250 0.002
C 3.47180 -1.59314 -2.32980 0.010
H -3.64190 -0.47564 -0.68740 0.000
N 2.02650 -0.04274 -0.56220 0.000
H 4.02310 -2.20974 -3.02420 0.001
H -2.44650 -1.08624 -6.75510 0.000
H -0.55560 -3.86244 -0.43710 0.000
F -3.08750 2.15256 -1.53230 0.000
H 2.81930 -0.16094 -3.80310 0.000
H -0.75750 3.75356 1.45320 -0.001
H 1.90340 0.92216 3.87610 0.000
V 0.83250 0.86626 0.77470 1.832
H -0.88080 -3.14034 -3.35550 0.000
C 2.29650 0.05666 3.36050 0.007
H -4.43990 -2.67334 -1.74810 0.000
N -0.50070 -0.25154 -0.34200 0.003
C -1.82070 2.37706 3.76020 0.008
C 2.71600 -1.10174 -0.11000 0.012
H -1.29960 3.27766 4.08260 0.001
C -0.53130 -1.36204 -1.07940 0.004
C -1.59660 -4.08364 -0.60870 0.000
O 0.41140 -2.05294 -1.43240 0.008
H 3.95490 -2.78594 -0.62390 0.000
C -2.16240 -1.47564 -2.92820 0.000
H -2.67120 2.66926 3.14080 0.003
F -3.05810 4.41046 -2.38740 0.000
C 2.99590 -0.89594 4.07390 0.000
C -2.93660 -0.45834 -3.46910 0.000
F 4.25730 1.05026 1.19060 0.000
N 0.94290 5.49696 2.02260 0.000
C -1.59660 -2.21094 -5.14330 0.000
N -0.17780 -0.50454 2.05170 0.007
C -1.49550 -2.35644 -3.77380 0.000
C -2.00510 -1.68704 -1.43180 0.000
C -2.07020 -5.36474 -0.37630 0.000
C 2.72040 -1.19694 1.34480 0.009
C -1.89420 -0.66924 3.71840 0.005
H 0.49330 -2.26084 1.22620 0.000
C 4.34910 4.20746 -0.52060 0.002
C 0.99400 4.20596 2.43900 -0.001
C 2.99350 4.44566 -0.67990 0.000
C 2.07490 3.50926 -0.21040 0.002
H 3.97460 -2.81504 4.06700 0.001
C -1.77360 0.16286 -0.06700 0.005
F 2.57530 5.58536 -1.25710 0.000
C 3.43470 -1.91554 -0.98760 -0.001
H -2.58280 -2.63614 4.18300 0.000
O -2.05910 1.11696 0.63460 0.014
C -3.04300 -0.32734 -4.84340 0.000
C 2.11420 -0.10054 1.99300 -0.023
H -2.58170 -0.18014 4.39080 0.000
C 3.49440 -2.04594 3.48420 0.010
H 0.41980 5.72716 1.19080 0.000
C 3.35980 -2.16774 2.11610 0.000
H -2.18570 1.84576 4.63360 0.001
F 5.27110 5.07196 -0.97560 0.000
C 4.72520 3.04556 0.13590 -0.001
C 3.75940 2.15006 0.58400 0.000
C 2.37970 2.31686 0.44100 -0.009
N 0.01020 2.02576 2.15750 -0.012
H 1.76500 6.04956 2.20490 0.000
H -3.44830 0.24736 -2.83310 0.000
F 3.84700 -3.30284 1.55240 -0.001
C -2.37610 -1.20064 -5.68280 0.000
H -3.64540 0.46736 -5.25500 0.000
F -1.87090 3.92946 -0.25010 0.000
H -5.28050 -4.94424 -1.32300 0.000
C -1.03610 -2.63514 2.67730 0.006
H -3.74950 -6.68864 -0.48260 0.000
N -2.67060 -0.72074 -0.59440 0.001
F 0.77800 3.86006 -0.35800 0.002
C -0.19300 -1.82764 1.94380 0.007
C -1.91070 -2.03554 3.58800 0.006
As -1.79620 3.27106 -1.89370 0.000
F -0.51040 2.12766 -1.41520 0.002
F -0.60830 4.46926 -2.35680 0.000
C 2.06970 0.26576 -1.84820 0.012
F 3.17270 -0.74064 5.40640 -0.001
C -1.00170 0.09086 2.93840 0.011
C -3.77700 -3.42794 -1.34950 0.000
C -3.38950 -5.68254 -0.63950 0.000
F -1.68880 2.58776 -3.51600 0.000
H -1.06290 -2.89204 -5.79050 0.000
C 2.79670 -0.46384 -2.76870 0.000
H -1.39990 -6.12034 0.00620 0.000
C -0.90020 1.51796 2.95000 0.055
F 6.03170 2.78666 0.32880 0.000
H 1.48910 1.12566 -2.15850 0.001

***

Entry 2:
13
Properties=species:S:1:pos:R:3:nbo_charge:R:1 method="wB97M-V/def2-TZVPD" lumo_energy_ev=-0.25 de_lowest_kcal_mol=278.3 charge=-1 homo_energy_ev=-4.257
H 1.89009 3.34709 0.80576 0.416
O 0.86731 -2.43773 0.08672 -0.476
C 0.40434 0.01845 0.28145 -0.108
H -1.04231 -1.62318 0.58861 0.152
O -1.48893 0.36642 -3.00553 -1.230
H 0.64939 -0.65013 -1.81174 0.272
C -0.00433 -1.47844 0.14491 0.228
O 1.78117 2.47331 1.14148 -0.992
O -1.09916 0.35170 2.02281 -0.435
C -0.02259 -0.48282 -1.03474 -0.344
H -0.92357 -0.29270 -1.56061 0.328
C -0.24143 0.68259 1.24611 0.771
H -1.87255 0.75065 -3.81222 0.418

***

Entry 3:
8
Properties=species:S:1:pos:R:3:nbo_charge:R:1 method="wB97M-V/def2-TZVPD" s2=12.636 lumo_energy_ev="-0.93 / -0.66" de_lowest_kcal_mol=0.0 charge=0 spin_multiplicity=7 homo_energy_ev="-9.433 / -6.790"
Tb -0.24063 -2.86746 -1.40287 0.998
S -1.38888 0.93686 -0.94260 1.740
O 1.50259 -1.50519 0.85807 -0.628
O -0.65905 -0.32339 -0.42073 -1.215
C 1.28410 -0.40039 1.22599 1.070
F -1.68663 1.73141 0.54180 -0.560
O -0.37644 1.80247 -1.57728 -0.940
O 1.56495 0.62569 1.71762 -0.465

***

Entry 4:
38
Properties=species:S:1:pos:R:3:nbo_charge:R:1 method="wB97M-V/def2-TZVPD" lumo_energy_ev=0.65 de_lowest_kcal_mol=15.5 smiles="CCCCC(=O)Nc1ccc(NC(=O)C2CC2)nc1" charge=0 homo_energy_ev=-8.191
H -0.29647 -1.60079 0.65348 0.235
H 0.04284 3.02127 4.44477 0.215
C -0.86575 -3.12709 -3.32867 -0.498
H 0.67018 1.24662 -2.40794 0.208
C 0.04339 -0.63101 0.32559 0.027
C -0.63843 -2.49446 -1.96265 0.691
C 0.85185 3.71632 4.61364 -0.404
H -5.10001 -5.00540 -2.62865 0.209
H -4.04211 -5.82364 -3.77999 0.198
O -0.79929 -3.07889 -0.91770 -0.608
H -1.35673 -5.01118 -2.43887 0.222
C 0.79161 1.43881 0.94688 0.355
C 2.25558 3.21723 4.59980 -0.404
H 0.92642 1.73791 2.91812 0.410
C -4.06771 -5.27198 -2.84225 -0.599
N 1.08905 2.22885 2.04928 -0.614
H -0.09025 -0.82017 -2.98792 0.396
H 0.59470 4.51151 5.29659 0.226
H 2.96879 3.66766 5.27307 0.226
H 1.27271 2.85011 -0.60250 0.264
N 0.36356 0.22415 1.27613 -0.447
C 0.58466 0.96084 -1.36814 -0.174
C 0.13310 -0.31723 -1.03076 0.073
N -0.20450 -1.20040 -2.05772 -0.597
H -1.31694 -2.39797 -4.00580 0.209
O 1.76922 4.18289 1.09933 -0.607
C 0.92135 1.85812 -0.37704 -0.277
H 2.44139 2.16851 4.42145 0.215
C -1.74421 -4.37300 -3.23442 -0.392
H 0.11716 -3.39692 -3.72630 0.232
C 1.54537 3.51580 2.08806 0.686
H -1.69041 -4.92502 -4.17529 0.200
H 2.11734 5.08542 3.40848 0.243
H -3.71074 -5.92541 -2.04996 0.205
C -3.19918 -4.02381 -2.93045 -0.396
H -3.24358 -3.48417 -1.98311 0.209
H -3.58751 -3.36573 -3.71280 0.187
C 1.75552 4.06592 3.45844 -0.325

***

Entry 5:
40
Properties=species:S:1:pos:R:3:nbo_charge:R:1 method="wB97M-V/def2-TZVPD" s2=3.800 lumo_energy_ev="-14.16 / -15.66" de_lowest_kcal_mol=0.0 charge=+4 spin_multiplicity=4 homo_energy_ev="-21.214 / -21.851"
H 0.28534 -0.88659 -2.26582 0.230
H -2.42556 -4.16910 -1.78260 0.291
S 4.22335 1.22640 -1.82027 0.704
H -1.48124 -2.05512 3.52843 0.471
C -2.24120 -2.79511 -0.13409 -0.188
C 0.36474 4.02675 -2.21940 -0.265
C -1.93775 -3.27677 -1.40783 -0.035
C 0.15852 -1.09671 2.90697 0.755
C 0.65059 2.83491 -1.57425 0.125
N 3.39259 -0.76662 -0.23772 -0.676
H -0.76364 -2.92939 -3.18950 0.291
H -2.96839 -3.30367 0.48801 0.279
S -1.23286 4.49567 -1.98334 0.708
C 3.07011 2.40947 -2.14225 -0.266
N -0.72234 -0.99891 -0.44861 -0.454
H 2.74552 -1.27493 0.34919 0.436
C 1.00007 -1.46244 4.06356 -0.715
N 1.86137 0.95510 -0.77215 -0.552
C 3.06346 0.35073 -0.83219 0.324
C -1.51742 3.06555 -1.00566 0.329
H 1.82439 -2.09961 3.73272 0.293
H 3.30566 3.26047 -2.77101 0.314
H 1.04151 4.63162 -2.81171 0.314
N -2.70426 2.85151 -0.49906 -0.672
H 0.43331 -1.98708 4.83024 0.282
Tc 0.13879 0.66677 0.36309 1.407
H 1.44092 -0.55732 4.48727 0.301
C -1.62151 -1.65905 0.32849 0.178
H -1.93029 0.04203 1.65175 0.187
C -1.94714 -1.06640 1.68654 -0.260
C -0.42693 -1.45728 -1.68677 0.074
O 0.63439 -0.33301 1.96576 -0.706
H -2.96717 -1.33136 1.95471 0.304
N -0.42669 2.27599 -0.86893 -0.602
H 4.32378 -1.16037 -0.32885 0.469
H -2.94223 2.02353 0.02630 0.429
C 1.85928 2.13123 -1.52398 0.129
H -3.46462 3.50911 -0.64560 0.471
C -1.01785 -2.59291 -2.19262 -0.199
N -1.07861 -1.49709 2.78118 -0.502

***

Entry 6:
84
Properties=species:S:1:pos:R:3:nbo_charge:R:1 method="wB97M-V/def2-TZVPD" s2=8.789 lumo_energy_ev="-2.85 / -3.38" de_lowest_kcal_mol=4.3 charge=+1 spin_multiplicity=6 homo_energy_ev="-6.706 / -10.047"
H -4.59801 1.76405 -3.57888 0.212
H -3.04256 -0.41356 -4.15454 0.222
H 1.65533 -2.51111 -3.46679 0.204
H 0.27453 0.51002 -6.26836 0.216
C 3.46150 1.69969 -5.52084 -0.406
C 1.17398 -0.42714 3.69818 -0.091
C -2.94469 0.96125 0.61908 -0.279
N -0.17656 0.56310 -2.10030 -1.275
H 0.19530 -0.69319 4.06668 0.199
H 1.79490 -0.36152 -6.17858 0.187
H 1.51376 2.63782 -5.76260 0.199
H -0.23709 2.61948 -4.30383 0.216
H -3.10265 3.36761 -4.92402 0.199
H -5.87396 -0.53710 1.22268 0.441
C -0.38677 -2.48415 -2.81136 -0.223
H 1.38791 -4.31378 -5.14395 0.221
H 2.10142 1.86471 -7.22245 0.221
H -5.18943 -0.51865 -1.06703 0.228
Ir 0.10939 0.32509 -0.28584 1.022
H 2.34909 0.06275 -2.67677 0.216
C 3.52163 0.70423 -4.35745 -0.416
C 2.47587 0.07456 1.73233 -0.055
C -4.64395 -1.12061 -0.34174 -0.248
H -2.08883 -0.56414 2.54002 0.255
H 4.19262 1.41579 -6.27876 0.214
C -4.12480 -1.25493 2.07865 -0.246
H -2.36620 1.47253 1.38744 0.249
C 1.25466 0.50890 -5.79383 -0.212
O 0.09821 0.04156 1.66803 -0.667
H 4.51813 0.43987 2.01179 0.226
H -4.47598 -2.28410 2.04133 0.227
C -3.60600 1.47381 -3.22453 -0.403
S 2.47296 0.23747 -0.01236 -0.097
H -2.73585 -2.14135 -0.60418 0.231
H 1.13824 -3.98470 -2.64938 0.220
H 2.13976 1.75619 -3.07997 0.194
H -0.23895 -4.64664 -4.57249 0.196
N 1.08236 0.39631 -4.33548 -0.847
C 0.82626 -3.22027 -3.36412 -0.406
H -3.75335 0.86283 -2.32597 0.170
C -0.05821 -2.80220 -5.67489 -0.416
H -1.94520 2.46950 -2.25984 0.221
H -0.40937 -3.27275 -6.59547 0.220
H -3.39011 0.86292 -5.29452 0.203
H -5.06880 1.45444 0.25280 0.229
C -2.27325 3.29168 -4.21402 -0.416
C -2.79577 2.72942 -2.89700 -0.419
H -1.55233 -1.23805 -5.72025 0.219
H 4.40225 0.18275 4.53068 0.219
H -5.07373 -2.11986 -0.31824 0.231
N -2.43792 -0.40781 0.49883 -0.418
N -0.88958 -1.45284 -3.73375 -0.827
H 3.75021 2.69042 -5.16502 0.211
H 0.73734 -2.10569 -5.95068 0.202
P -0.34870 0.10911 -3.59337 2.368
H -4.65058 1.36104 1.97219 0.232
N -4.87990 -0.49766 1.01114 -0.334
H -2.86388 -0.65757 -1.53293 0.250
C -4.44644 0.94629 0.98711 -0.246
C 2.28149 -0.26954 4.47808 -0.214
N -1.47996 0.93752 -4.46966 -0.820
C -1.18795 2.36158 -4.76773 -0.209
C -2.91664 0.64994 -4.33329 -0.225
H -2.78137 1.47984 -0.32583 0.244
C 3.52344 0.05380 3.91746 -0.302
N 1.27825 -0.29572 2.31816 -0.101
H 2.17679 -0.41513 5.54568 0.222
H -1.85984 4.29323 -4.09973 0.230
H 3.65783 -0.31457 -4.73200 0.200
C 2.04842 1.76355 -6.13726 -0.405
H -3.40589 3.45791 -2.36150 0.214
C 0.49954 -3.84901 -4.71522 -0.402
H -2.14709 -2.09582 1.69069 0.236
H -2.06097 -2.71270 -4.90443 0.190
H 4.37898 0.91606 -3.71764 0.232
C -3.11586 -1.12224 -0.58042 -0.264
H -0.15668 -2.02678 -1.85215 0.230
C 3.58285 0.21548 2.50816 -0.228
H -1.07545 2.50128 -5.84587 0.199
C -2.61381 -1.11570 1.76556 -0.256
H -1.19930 -3.20708 -2.65483 0.178
H -4.40426 -0.82292 3.03709 0.232
C 2.26389 0.75625 -3.51009 -0.202
C -1.21664 -2.02820 -5.05278 -0.217

***

Entry 7:
48
Properties=species:S:1:pos:R:3:nbo_charge:R:1 method="wB97M-V/def2-TZVPD" lumo_energy_ev=0.47 de_lowest_kcal_mol=48.7 smiles="C=CCn1cc(-c2n[nH]c3c2CN(C(=O)C2(c4ccccc4Cl)CC2)C3)cn1" charge=0 homo_energy_ev=-8.376
H -3.16685 -2.95827 2.87802 0.226
N 2.02400 -3.15930 -0.71674 -0.332
H 1.99362 -4.16154 -0.74864 0.410
H 3.61040 5.24910 -1.45073 0.193
C 1.25307 -2.28898 -0.04071 0.130
H 2.93908 3.58545 -3.93835 0.208
H -1.35487 -2.94912 2.82731 0.213
H -0.73706 -2.87748 0.60919 0.216
H -1.31020 -0.83113 4.16619 0.222
C -4.22756 -1.45975 0.64686 -0.134
C 4.65006 -0.38934 -2.78410 -0.030
H -5.80936 -1.83437 -0.74826 0.216
C -6.16212 -0.07091 0.42668 -0.197
H -7.11064 0.16058 -0.03969 0.218
C 0.87086 -0.02015 0.39025 -0.206
N -0.14647 -0.87913 1.04882 -0.421
C 4.72045 3.11108 -2.73411 -0.251
H 0.47945 -2.74355 1.89833 0.200
C -3.70721 -0.64757 1.65358 -0.057
C -2.25914 -2.36977 2.88879 -0.413
C 0.13910 -2.32359 0.94663 -0.226
N 2.94750 -2.51374 -1.46262 -0.274
H -6.22318 1.62419 1.74743 0.228
H 5.05957 -1.31573 -3.15086 0.219
C 1.67917 -1.03894 -0.33751 -0.165
C -1.25273 -0.25641 1.53359 0.701
H 0.36468 0.70684 -0.24433 0.229
C 3.57480 -0.20836 -1.88922 -0.198
C 3.07290 4.92989 -2.33661 -0.375
H -3.12327 -0.90171 4.32440 0.231
C 3.46736 1.15986 -1.76501 -0.031
C -5.67177 0.75182 1.42547 -0.226
C -2.36986 -1.01111 2.23194 -0.180
H 2.78982 1.77883 -1.19953 0.224
N 4.41652 1.70071 -2.55489 -0.161
C -2.25260 -1.13796 3.73172 -0.379
H 1.43938 0.53769 1.14044 0.205
C -5.43621 -1.18428 0.03191 -0.236
C -4.45416 0.46705 2.02852 -0.002
H 5.19886 3.50460 -1.83442 0.203
H -3.65536 -2.33100 0.34902 0.202
C 2.75186 -1.21902 -1.24183 0.210
N 5.14937 0.76815 -3.18190 -0.260
O -1.36418 0.95304 1.41565 -0.619
H 5.44238 3.14648 -3.54881 0.240
C 3.49040 3.90276 -3.05867 -0.192
Cl -3.91765 1.55384 3.27278 0.015
H 2.18778 5.49027 -2.60597 0.206

***

Entry 8:
18
Properties=species:S:1:pos:R:3:nbo_charge:R:1 method="wB97M-V/def2-TZVPD" lumo_energy_ev=-0.53 de_lowest_kcal_mol=262.0 charge=0 homo_energy_ev=-9.518
H -2.27102 -2.07600 1.17072 0.156
H 2.15086 1.24452 -1.95771 0.167
C 0.79760 1.43134 -0.17084 -0.240
H -1.10020 -0.31297 1.40176 0.173
H 2.52374 2.69625 -0.75010 0.209
H 0.03967 1.85545 -0.88351 0.226
O 1.77081 -0.13273 1.70724 -0.314
C 2.23176 1.71661 -0.68936 -0.530
H -2.65719 -3.29840 -0.10090 0.181
C -2.41935 -2.00590 0.25093 -0.233
C -0.82327 -0.31966 0.20953 0.075
N 1.43980 -0.74025 0.67518 0.288
H 2.88616 1.25604 -0.21030 0.179
H -1.81017 0.27171 -0.50052 0.187
O -1.08687 -1.61807 -0.32709 -0.565
H -3.12992 -1.36247 -0.40403 0.204
H 0.88358 1.48205 0.74170 0.190
N 0.57400 -0.08753 -0.16269 -0.354